Record 1
Below is a 2-piece molecular cluster, CH8N2S2 overall, with properties calculated with the ωB97M-V functional and the def2-TZVPD basis.

The LUMO energy comes out at 0.001 Eh. Its net charge is 0. The structure (SMILES) is NCN.SS. The value obtained for the total energy is -25816.7358 eV. The largest force on an atom comes out at 1.3 eV/A. For the energy relative to the best compared isomer or geometry (same formula, charge and spin), the calculation gives 0.5962 eV. As for the multiplicity: 1.

The geometry in XYZ format:
```
13
Properties=species:S:1:pos:R:3:forces:R:3:lowdin_charge:R:1
S -2.13177 1.11781 0.22771 -0.5 -1.0 -0.7 0.249
S -3.53777 0.03845 -0.95628 0.1 0.8 0.5 0.236
H -1.17097 0.34873 -0.31153 0.3 0.4 0.2 -0.254
H -4.00819 1.11291 -1.62133 0.1 -0.2 0.0 -0.212
N 0.73481 -1.38920 0.83181 -0.2 0.3 -0.5 0.001
C 1.35048 -0.06245 0.78340 -0.9 0.1 0.8 -0.395
N 1.80712 0.37165 -0.52279 0.6 -0.9 0.1 -0.004
H 1.13551 -1.91959 0.08166 0.3 -0.6 -0.2 0.054
H -0.27216 -1.44527 0.71637 0.1 0.5 0.0 0.041
H 2.15566 -0.16923 1.50587 0.5 0.6 -0.2 0.096
H 0.65689 0.69134 1.18463 -0.1 -0.3 0.3 0.078
H 1.95726 1.35748 -0.62643 -0.2 0.2 -0.1 0.059
H 1.32316 -0.05262 -1.29308 -0.2 0.2 -0.1 0.053
```
Forces are in eV/Å.


Record 2
Below is a 2-piece molecular cluster, CH8N3O2P overall, with properties calculated with the ωB97M-V functional and the def2-TZVPD basis.

The LUMO energy (spin up / spin down) comes out at 0.016 / 0.016 Eh. Its net charge is 0. The value obtained for the total energy is -19018.4365 eV. The largest force on an atom comes out at 6.6 eV/A. For the energy relative to the best compared isomer or geometry (same formula, charge and spin), the calculation gives 4.8006 eV. As for the multiplicity: 1.

The geometry in XYZ format:
```
15
Properties=species:S:1:pos:R:3:forces:R:3:lowdin_charge:R:1
C -2.03655 0.10391 0.20993 0.6 -0.8 -2.5 -0.151
N 1.20265 -1.40906 0.58099 3.1 0.5 2.1 -0.074
N 0.96779 0.08581 -1.55602 0.0 -0.3 -1.8 -0.075
N -0.35885 1.22714 1.13768 2.0 -3.3 -0.9 -0.080
O 2.58113 0.91534 0.25644 3.5 1.6 0.8 -0.290
O -1.40998 1.39726 0.21972 -0.1 -0.9 -0.5 -0.305
P 1.44379 0.11972 -0.00459 -6.3 -0.7 1.8 0.490
H -2.76897 0.06981 0.96270 -0.6 -0.3 1.5 0.045
H -1.22282 -0.71783 0.33890 -1.7 1.4 -0.2 0.058
H -2.66382 -0.10144 -0.76268 1.6 0.8 1.4 0.108
H 1.63668 -1.90341 1.39611 -0.4 1.4 -1.1 0.102
H 0.52700 -1.95469 0.18722 -2.1 -1.5 -1.4 -0.007
H 1.60285 0.68512 -2.11074 -0.9 -0.6 0.2 0.078
H 0.37250 -0.59686 -2.08628 1.0 1.2 1.1 0.097
H 0.12659 2.07918 1.23064 0.3 1.8 -0.3 0.003
```
Forces are in eV/Å.


Record 3
Below is CH8N3O3P as an isolated structure, with properties calculated with the ωB97M-V functional and the def2-TZVPD basis.

The LUMO energy comes out at 0.014 Eh. Its net charge is 0. The value obtained for the total energy is -21063.5439 eV. The largest force on an atom comes out at 3.8 eV/A. For the energy relative to the best compared isomer or geometry (same formula, charge and spin), the calculation gives 2.6963 eV. As for the multiplicity: 1.

The geometry in XYZ format:
```
16
Properties=species:S:1:pos:R:3:forces:R:3:lowdin_charge:R:1
C 1.75228 -0.45307 -0.29668 0.0 2.2 2.8 -0.388
N -2.40042 -0.43265 0.22734 -0.4 0.8 1.1 -0.201
N 0.46469 2.01649 -0.36646 0.0 -2.4 -0.3 0.052
N -3.21629 -0.70545 -0.63518 -1.5 0.6 -1.2 -0.007
O 0.07852 -0.60912 1.91737 -0.4 1.2 -1.9 -0.300
O 2.61255 -1.51671 -0.62068 -0.5 -0.2 0.5 -0.121
O -0.48566 0.92797 -0.01422 0.1 2.2 -1.0 -0.452
P -0.17516 -0.63549 0.19316 3.6 -0.9 0.7 0.866
H 2.08046 -0.03389 0.79267 -0.4 -1.0 -2.5 0.114
H 1.85615 0.44744 -0.95280 0.0 -1.1 0.2 0.057
H 0.05747 -1.47957 2.28116 -0.1 -1.1 0.3 0.015
H -2.53917 -0.89591 1.14610 -0.4 -0.7 -0.7 0.068
H 0.40622 2.52866 0.46691 0.0 1.3 1.1 0.065
H -0.01605 2.48808 -1.11481 -0.4 0.2 0.0 0.082
H -3.10096 -0.01096 -1.45839 0.4 -1.3 1.1 0.083
H 2.62537 -1.63583 -1.56551 -0.1 -0.1 -0.4 0.068
```
Forces are in eV/Å.


Record 4
Below is CH8N3P3 in the gas phase, with properties calculated with the ωB97M-V functional and the def2-TZVPD basis.

The LUMO energy (spin up / spin down) comes out at -0.019 / -0.019 Eh. Its net charge is 0. The value obtained for the total energy is -33496.9108 eV. The largest force on an atom comes out at 4.2 eV/A. For the energy relative to the best compared isomer or geometry (same formula, charge and spin), the calculation gives 1.2301 eV. As for the multiplicity: 1.

The geometry in XYZ format:
```
15
Properties=species:S:1:pos:R:3:forces:R:3:lowdin_charge:R:1
C -0.33323 -0.51686 -1.44064 2.1 -2.3 2.7 -0.303
N 1.70120 -1.49970 0.64488 -0.5 -1.3 0.5 -0.495
N -0.12096 0.75001 -1.29288 -1.0 -0.9 -1.6 -0.246
N -0.80672 -1.25792 -0.39965 0.5 0.2 0.7 -0.321
P 1.92744 -0.02312 0.68674 1.0 1.3 -1.8 0.380
P 0.03341 1.53594 0.24514 -2.7 -0.1 1.3 0.525
P -1.56161 -0.43906 0.94748 -1.0 -1.5 1.3 0.670
H 0.34277 -1.10178 -2.07596 -0.9 0.3 -0.8 0.146
H 0.31276 1.18215 -2.06550 0.4 0.6 -1.0 0.092
H -0.07742 -1.90182 0.08557 -0.4 0.4 -1.7 0.050
H 1.90011 0.89644 1.80235 0.0 -0.1 1.5 -0.184
H -1.24462 2.22466 -0.00532 0.8 0.3 0.4 -0.067
H 0.86777 2.35023 -0.32917 2.0 2.5 -0.9 -0.115
H -0.49972 -0.56818 2.01801 -1.4 -0.4 -1.1 -0.066
H -2.44117 -1.63097 1.17895 0.9 1.1 0.4 -0.067
```
Forces are in eV/Å.


Record 5
Below is a 2-piece molecular cluster, CH8N3S2 overall, with properties calculated with the ωB97M-V functional and the def2-TZVPD basis.

The LUMO energy (spin up / spin down) comes out at -0.332 / -0.491 Eh. Its net charge is +2. The value obtained for the total energy is -27288.9421 eV. The largest force on an atom comes out at 1.5 eV/A. For the energy relative to the best compared isomer or geometry (same formula, charge and spin), the calculation gives 0.2691 eV. As for the multiplicity: 2.

The geometry in XYZ format:
```
14
Properties=species:S:1:pos:R:3:forces:R:3:lowdin_charge:R:1
N -0.15182 -0.91823 0.56653 0.8 0.6 0.0 0.184
C 0.44373 -0.98988 -0.64292 -0.5 -0.9 -0.3 -0.453
N 1.65804 -1.53719 -0.73719 -0.6 -0.1 0.4 0.225
N -0.23531 -0.65615 -1.74682 0.6 0.5 0.6 0.224
H 0.47564 -1.02676 1.35591 -0.3 -0.3 0.0 0.132
H -0.90029 -0.25764 0.72428 0.0 -0.4 -0.3 0.044
H 1.99371 -1.97711 0.10930 0.3 0.0 -0.1 0.142
H 1.88476 -2.05546 -1.57598 0.1 0.2 -0.2 0.154
H -1.12604 -0.20295 -1.62541 -0.1 -0.1 -0.3 0.130
H 0.31781 -0.37114 -2.54408 -0.2 -0.2 -0.3 0.150
S -0.93435 1.72125 2.35535 0.6 1.3 0.4 0.581
S -0.29749 2.92170 0.82491 0.2 -1.1 0.1 0.635
H -1.78387 2.61356 2.95296 -0.5 -0.4 -0.5 -0.059
H -1.34452 2.73600 -0.01684 -0.5 0.8 0.4 -0.089
```
Forces are in eV/Å.


Record 6
Below is a 2-piece molecular cluster, CH8N4O overall, with properties calculated with the ωB97M-V functional and the def2-TZVPD basis.

The LUMO energy comes out at 0.042 Eh. Its net charge is 0. The structure (SMILES) is C/N=N/N.NO. The value obtained for the total energy is -9171.2503 eV. The largest force on an atom comes out at 1.5 eV/A. For the energy relative to the best compared isomer or geometry (same formula, charge and spin), the calculation gives 2.3186 eV. As for the multiplicity: 1.

The geometry in XYZ format:
```
14
Properties=species:S:1:pos:R:3:forces:R:3:lowdin_charge:R:1
C -0.58724 -1.23874 -1.38600 -0.1 -0.2 0.0 -0.135
N -1.66041 1.43125 0.49576 -0.5 0.9 1.1 0.001
N -1.49856 0.14468 0.14154 0.9 0.4 -1.0 -0.107
N -0.85644 0.12336 -0.92234 0.1 -1.3 0.1 -0.094
H -1.79343 1.57051 1.49182 0.0 -0.2 -0.3 0.082
H -0.97504 2.04262 0.06224 -0.1 0.0 0.0 0.083
H -1.21321 -1.46542 -2.25382 0.1 0.1 0.0 0.066
H -0.76842 -1.99493 -0.61367 -0.1 0.2 0.0 0.068
H 0.46082 -1.31283 -1.69203 -0.2 0.1 0.0 0.063
N 2.00929 0.62665 0.84254 -0.1 -0.8 -0.2 -0.033
O 1.41004 -0.62989 1.26686 -0.5 0.7 0.5 -0.179
H 0.62537 -0.32768 1.76931 0.7 -0.3 -0.4 0.065
H 3.00543 0.42909 0.96500 -0.3 0.2 -0.1 0.070
H 1.84180 0.60133 -0.16721 0.2 0.2 0.2 0.050
```
Forces are in eV/Å.


Record 7
Below is a 2-piece molecular cluster, CH8N4P overall, with properties calculated with the ωB97M-V functional and the def2-TZVPD basis.

The LUMO energy (spin up / spin down) comes out at -0.140 / -0.298 Eh. Its net charge is +1. The value obtained for the total energy is -16401.4561 eV. The largest force on an atom comes out at 8.4 eV/A. For the energy relative to the best compared isomer or geometry (same formula, charge and spin), the calculation gives 4.0045 eV. As for the multiplicity: 3.

The geometry in XYZ format:
```
14
Properties=species:S:1:pos:R:3:forces:R:3:lowdin_charge:R:1
C -0.08435 0.34740 0.15204 2.1 -7.6 -2.7 -0.445
N -0.65546 1.33929 0.66367 -2.4 7.2 -0.2 -0.041
N -1.30728 1.87941 1.51340 -0.4 -2.5 3.3 0.020
N -1.81393 3.05581 1.63840 1.6 -2.3 -0.7 0.185
N 0.92837 -2.82222 -1.46328 -0.3 0.0 0.2 0.008
P 1.69859 -0.21769 0.18287 -2.8 2.6 0.0 1.028
H -0.77926 -0.39165 -0.52617 1.9 1.7 1.8 0.139
H -1.84863 3.67223 0.91741 0.2 2.4 -2.7 0.097
H -2.22584 3.25642 2.48988 -1.0 0.1 1.8 0.113
H 0.59710 -3.37133 -2.23771 -0.3 0.0 -0.6 0.043
H 0.16700 -2.77571 -0.79523 -0.3 -0.1 -0.1 0.027
H 1.58756 -3.42943 -1.01770 0.7 -0.3 0.3 0.035
H 1.56867 -1.20683 -0.73445 0.0 -2.0 -0.6 -0.143
H 2.16745 0.66430 -0.78311 1.1 0.8 0.1 -0.067
```
Forces are in eV/Å.


Record 8
Below is a 2-piece molecular cluster, CH8N5 overall, with properties calculated with the ωB97M-V functional and the def2-TZVPD basis.

The LUMO energy comes out at -0.171 Eh. Its net charge is +1. The value obtained for the total energy is -8608.1250 eV. The largest force on an atom comes out at 3.0 eV/A. For the energy relative to the best compared isomer or geometry (same formula, charge and spin), the calculation gives 3.3597 eV. As for the multiplicity: 1.

The geometry in XYZ format:
```
14
Properties=species:S:1:pos:R:3:forces:R:3:lowdin_charge:R:1
C 0.44380 -1.58891 -1.44146 -0.4 -0.4 -0.2 -0.132
N -0.52126 -1.12692 -0.73608 -2.2 1.5 1.3 0.062
N -1.68919 -0.63328 -0.71051 1.5 0.0 0.4 0.057
N 1.57887 -0.91307 -1.58894 -1.3 -2.0 -0.5 0.209
N -2.17538 -0.45310 0.48795 1.8 -0.9 0.6 0.124
N 0.05702 2.75955 2.50083 0.2 -2.0 2.2 0.005
H 0.24415 -2.59639 -1.74952 0.9 -0.6 -0.6 0.156
H 1.41858 0.01616 -1.35667 0.6 2.2 0.3 0.106
H 2.24678 -1.18094 -2.28941 0.3 -0.1 0.0 0.140
H -1.55784 -0.61833 1.29763 -0.3 0.0 -0.6 0.146
H -2.88633 0.21976 0.65961 -0.9 0.3 -0.7 0.123
H 0.22892 2.73125 3.54295 -1.2 0.2 -1.5 0.052
H -0.63649 3.38736 2.19047 -1.1 0.9 0.4 -0.014
H 0.89987 3.15059 2.22556 2.0 0.8 -1.2 -0.034
```
Forces are in eV/Å.


Record 9
Below is a 2-piece molecular cluster, CH8NO overall, with properties calculated with the ωB97M-V functional and the def2-TZVPD basis.

The LUMO energy comes out at -0.153 Eh. Its net charge is +1. The value obtained for the total energy is -4697.1359 eV. The largest force on an atom comes out at 1.7 eV/A. For the energy relative to the best compared isomer or geometry (same formula, charge and spin), the calculation gives 0.9085 eV. As for the multiplicity: 1.

The geometry in XYZ format:
```
11
Properties=species:S:1:pos:R:3:forces:R:3:lowdin_charge:R:1
N -0.20623 1.79918 -0.96082 -0.4 -1.4 -0.4 0.323
H 0.65680 2.33412 -0.95750 -0.2 0.5 0.2 0.159
H -0.19337 1.19371 -1.78520 0.0 0.1 -0.2 0.159
H -0.27091 1.10560 -0.18872 0.1 -0.2 0.3 0.107
H -1.08613 2.30871 -0.99595 0.2 0.6 0.1 0.160
C 0.72636 -1.42569 0.51273 0.4 1.5 -0.6 -0.102
O -0.51568 -0.68341 0.56703 0.3 0.6 0.2 -0.151
H 0.87278 -2.01747 1.40280 -0.2 -0.8 -0.3 0.094
H 0.80685 -1.84381 -0.48352 -0.4 -1.0 0.3 0.090
H 1.55261 -0.72143 0.48242 0.3 0.4 0.4 0.069
H -0.56614 -0.34019 1.46830 -0.3 -0.2 0.0 0.092
```
Forces are in eV/Å.


Record 10
Below is a 3-piece molecular cluster, CH8NO2 overall, with properties calculated with the ωB97M-V functional and the def2-TZVPD basis.

The LUMO energy comes out at -0.191 Eh. Its net charge is +1. The value obtained for the total energy is -6744.5654 eV. The largest force on an atom comes out at 1.7 eV/A. For the energy relative to the best compared isomer or geometry (same formula, charge and spin), the calculation gives 0.7617 eV. As for the multiplicity: 1.

The geometry in XYZ format:
```
12
Properties=species:S:1:pos:R:3:forces:R:3:lowdin_charge:R:1
C -0.22209 -0.34373 0.89777 -0.3 -1.6 0.0 0.151
N 0.31413 -0.36908 -0.26018 0.1 0.7 0.6 0.187
H -1.26090 -0.65495 0.98648 0.1 -0.2 0.0 0.092
H 0.37949 -0.26423 1.79784 0.1 1.2 -0.2 0.130
H 1.20476 0.16395 -0.39125 0.4 -1.0 0.0 0.095
H -0.14418 -0.87208 -1.01231 -0.4 0.7 -0.3 0.155
H 2.91841 1.66905 -0.12485 0.3 -0.4 0.1 0.088
H 3.59069 0.25006 -0.20852 0.1 0.2 0.0 0.083
O 2.78791 0.72101 0.04413 -0.4 0.4 -0.1 -0.036
H -2.97658 0.66045 -0.45810 -0.3 -0.2 -0.1 0.054
H -3.47902 -0.68823 -1.03195 -0.1 0.2 0.2 0.060
O -3.11261 -0.27221 -0.23905 0.5 0.1 -0.2 -0.059
```
Forces are in eV/Å.


Record 11
Below is a 3-piece molecular cluster, CH8NO3 overall, with properties calculated with the ωB97M-V functional and the def2-TZVPD basis.

The LUMO energy (spin up / spin down) comes out at 0.026 / -0.102 Eh. Its net charge is 0. The value obtained for the total energy is -8796.7537 eV. The largest force on an atom comes out at 2.0 eV/A. For the energy relative to the best compared isomer or geometry (same formula, charge and spin), the calculation gives 0.2380 eV. As for the multiplicity: 2.

The geometry in XYZ format:
```
13
Properties=species:S:1:pos:R:3:forces:R:3:lowdin_charge:R:1
N -0.20031 -2.30160 -0.45336 0.5 1.2 -0.8 0.101
C 0.31504 -1.24431 0.49910 0.0 -1.9 0.5 -0.389
O -0.11015 -0.07678 0.01484 -1.2 0.2 0.4 -0.025
H -1.20981 -2.28681 -0.59375 0.0 0.2 0.5 0.085
H 0.18118 -2.02764 -1.36162 0.0 -0.4 0.0 0.079
H -0.09795 -1.58293 1.47015 0.3 0.7 -0.1 0.125
H 1.40903 -1.30083 0.42657 -0.1 -0.3 0.4 0.122
H -1.13699 1.67145 1.35017 0.4 0.0 0.0 0.001
H -0.31386 2.64896 2.26425 0.1 -0.2 -0.3 0.033
O -1.19675 2.37606 2.00200 -0.4 0.2 0.2 -0.058
H 1.17673 0.46706 -1.07224 -0.3 0.5 -0.7 -0.017
H 0.29739 0.86885 -2.26051 0.5 0.0 0.3 0.034
O 1.22548 0.81572 -1.98153 0.2 -0.1 -0.3 -0.090
```
Forces are in eV/Å.


Record 12
Below is a 2-piece molecular cluster, CH8NS2 overall, with properties calculated with the ωB97M-V functional and the def2-TZVPD basis.

The LUMO energy comes out at -0.135 Eh. Its net charge is +1. The value obtained for the total energy is -24320.5061 eV. The largest force on an atom comes out at 2.5 eV/A. For the energy relative to the best compared isomer or geometry (same formula, charge and spin), the calculation gives 0.3342 eV. As for the multiplicity: 1.

The geometry in XYZ format:
```
12
Properties=species:S:1:pos:R:3:forces:R:3:lowdin_charge:R:1
S -0.79698 -0.01836 -2.50620 0.1 0.3 -0.5 0.265
S -2.00404 -0.90472 -1.13073 -0.4 -0.1 0.4 0.280
H -1.68296 0.03033 -3.52719 0.2 -0.1 0.1 -0.165
H -2.69496 0.17290 -0.68714 0.1 -0.1 -0.1 -0.154
C 1.46906 0.56167 0.82407 -0.1 0.3 -0.4 -0.006
N 0.33292 -0.36085 1.12187 1.0 -0.6 2.2 0.128
H 1.00134 1.37064 0.33177 -0.1 1.2 -0.6 0.082
H 1.99250 0.92807 1.70292 -0.3 -0.3 0.3 0.111
H 2.19005 0.12834 0.14052 -0.2 -0.4 0.0 0.109
H -0.22561 -0.70644 0.35076 -0.6 0.3 -1.1 0.003
H -0.31934 -0.00491 1.84721 0.4 0.1 -0.6 0.185
H 0.73801 -1.19668 1.53216 0.0 -0.4 0.3 0.163
```
Forces are in eV/Å.